# C76H209N19O19

A 19-piece molecular cluster, C76H209N19O19 overall at a distorted geometry (wB97M-V/def2-TZVPD, the Open Molecules 2025 dataset).

Geometry as XYZ:
```
323
Properties=species:S:1:pos:R:3:forces:R:3
O -7.81642 -1.99695 6.32048 -0.04 0.34 0.15
O -10.72532 3.77877 5.67233 1.72 -0.73 1.29
O -15.57155 -7.36260 15.22287 0.28 -0.49 -1.36
O -10.97735 -1.49215 11.35453 1.51 1.27 0.82
O -9.98398 -4.64948 14.30753 -0.25 0.13 1.11
O -15.45796 0.72831 13.73766 -0.10 0.11 -0.10
O -9.90739 5.17493 11.60373 1.10 -0.54 0.73
O -14.53622 -8.14616 10.60592 1.09 -1.14 -1.62
O -10.49529 -0.48424 1.46453 -0.15 0.48 0.92
O -4.19608 -2.30564 14.64952 0.06 -1.08 -0.10
O -13.03475 -5.78783 18.11511 -0.74 0.31 0.91
O -10.14143 -5.81405 4.69657 -1.61 -0.79 -0.47
O -10.88331 0.44032 18.99321 -0.93 -1.44 -0.36
O -15.85944 -2.95744 7.93286 -1.26 -0.26 1.44
O -17.19266 -6.19042 5.05057 0.67 1.26 0.00
O -7.33924 1.38517 13.28301 0.46 2.02 0.19
O -15.00867 -2.67982 16.82397 -0.08 0.16 0.62
O -15.39965 -0.20203 3.61764 -1.43 0.26 -0.03
O -9.46264 -9.43179 11.36478 -1.50 -1.54 1.00
N -19.81758 -5.87175 4.05924 -0.70 0.96 -0.84
N -11.55580 0.79115 -0.90101 0.05 -0.10 0.72
N -13.94141 -7.97112 6.81525 -0.80 -0.21 0.97
N -7.32998 -4.94145 4.11666 0.05 0.61 -0.34
N -12.71762 3.02258 8.75600 0.31 1.54 1.41
N -8.02353 -1.31861 10.97772 0.94 -1.82 -0.16
N -13.51799 -1.02963 21.11337 0.67 0.02 -0.47
N -16.13768 2.45701 3.98489 0.52 0.26 0.30
N -17.59163 -4.13165 10.07473 1.12 -0.74 0.66
N -10.47162 3.93246 14.08598 0.52 -0.47 0.50
N -7.82469 -3.42525 17.00867 2.03 0.03 -0.02
N -9.35890 -2.82168 8.89026 -0.66 0.42 0.54
N -14.94974 1.81000 10.90470 0.95 -0.65 0.62
N -16.68110 -6.60122 11.66700 -0.61 0.09 0.92
N -4.60939 -4.94509 13.73123 -0.81 -1.47 -0.37
N -12.04800 -5.36221 1.45761 0.63 -0.23 0.75
N -15.04903 -7.56333 19.02779 -0.29 -0.55 -0.14
N -15.49633 -0.82637 18.90458 0.81 1.66 -0.03
N -9.80925 -8.17878 8.72026 -0.31 -1.39 -1.57
C -8.33766 -0.69405 6.11552 -0.17 0.03 0.07
C -9.93617 6.03534 10.52488 0.66 0.81 -0.40
C -15.42437 -2.00475 7.03559 -0.69 0.61 -0.86
C -11.58354 -3.55305 3.07166 0.54 -0.36 -0.88
C -17.41603 -4.55522 8.68952 -2.00 1.69 0.33
C -14.84349 0.61286 15.00125 0.23 -0.68 -0.31
C -15.25556 -3.08697 18.22260 -0.63 -1.26 -1.85
C -11.73220 -5.51808 17.63461 -0.31 -0.84 -0.24
C -5.12625 -2.58517 13.59356 1.16 1.92 0.01
C -17.28948 -3.28670 7.86358 1.85 -1.46 -1.43
C -16.02845 -7.62655 13.84231 -0.52 0.99 0.40
C -15.37855 -0.49082 10.28885 0.27 -0.83 -0.36
C -4.50328 -1.21940 15.52938 0.47 -0.97 -1.13
C -4.80219 -3.83944 12.80736 -0.34 -0.79 0.86
C -17.03740 1.39396 4.41028 -0.15 -1.49 -2.60
C -11.13932 4.60964 11.85336 -0.94 -1.90 -0.70
C -9.78501 -5.27475 13.08866 -0.79 -0.41 -0.99
C -9.85209 -9.76338 12.76461 1.13 -0.34 -1.96
C -7.69691 -2.73382 5.11455 1.06 -0.52 0.48
C -12.48321 2.86416 13.08930 0.31 -0.16 -0.78
C -12.40188 1.44116 7.16869 0.59 -1.39 -1.77
C -13.11371 -6.13491 19.48955 0.41 -0.91 1.02
C -11.06438 3.43599 12.86107 -1.43 1.51 0.15
C -11.38407 -1.77800 12.66370 0.48 -0.61 0.58
C -17.55728 -1.85108 18.63983 -0.62 -2.32 0.33
C -15.46903 0.50286 11.38838 -0.89 0.88 0.14
C -8.41951 -6.35026 9.37503 0.92 -0.63 0.01
C -8.02446 0.25911 12.83657 0.48 0.46 0.44
C -14.57320 -7.14545 21.39872 1.24 0.42 -0.78
C -17.65449 -6.87639 3.89489 0.18 0.19 -0.14
C -11.20323 -5.00093 2.62111 0.29 1.32 0.49
C -16.09986 -2.10183 19.04435 0.38 -0.42 -0.94
C -18.46442 1.79891 4.09658 -0.69 1.81 1.31
C -15.10267 -1.41173 2.97793 0.61 -0.15 0.44
C -9.30422 -8.09367 11.06767 1.71 1.34 1.63
C -10.24083 -0.96332 0.17449 0.78 0.70 -0.83
C -19.66458 -8.05352 2.90785 -0.34 0.01 0.64
C -7.62448 -0.01526 11.39499 -0.71 0.76 -0.42
C -13.88792 -6.02369 8.22170 -0.73 0.14 0.24
C -11.64661 3.84512 6.76918 0.11 0.47 -0.91
C -11.00522 -1.18683 -2.27775 -1.48 0.13 0.45
C -11.74465 2.64235 7.75286 -1.34 0.67 -0.27
C -17.22076 -5.29134 13.69949 0.95 -0.11 -1.02
C -9.02965 -3.56853 16.26737 -1.56 0.10 0.96
C -14.48919 -6.56944 19.95494 -1.33 0.05 -0.80
C -12.18561 0.12031 19.47853 0.49 0.64 2.29
C -5.68097 -4.39903 5.78241 0.10 1.56 -0.26
C -8.84843 -4.05663 14.85350 1.67 0.78 -0.16
C -15.93801 -5.47883 4.86292 -0.15 -1.30 0.71
C -8.77851 -7.82081 9.67534 -2.04 0.27 -0.06
C -7.13637 -4.18826 5.36456 -0.72 -0.24 -0.33
C -9.76341 -2.22728 16.36445 -0.47 -0.70 -0.46
C -14.12450 -7.22493 15.34101 -1.11 -0.36 -1.36
C -18.73160 -5.28979 8.42503 0.33 0.01 -1.25
C -16.77430 0.21017 3.42025 1.08 0.20 1.00
C -11.38183 -2.43284 10.40815 -0.12 0.74 -1.12
C -10.86105 1.26841 17.84817 1.51 -0.39 0.84
C -13.73460 -7.53943 8.20503 -0.99 -0.01 -0.32
C -14.17210 -3.61127 16.12240 -0.09 -0.11 0.36
C -19.15361 -7.15003 4.02050 0.96 -0.38 1.07
C -8.23713 0.97349 10.41221 -0.27 1.59 -0.07
C -9.34838 3.55662 6.13408 -0.79 -0.14 -0.64
C -10.37795 -6.47725 5.99204 0.54 1.17 -1.40
C -9.37008 -0.33285 2.35322 -1.05 -0.34 0.20
C -14.82529 0.01318 12.67935 0.01 0.62 0.33
C -11.77572 -2.44656 19.73661 0.23 1.01 0.97
C -10.68046 -2.18381 9.05254 -0.56 -0.43 -1.61
C -5.94826 -4.10352 11.75295 1.04 -0.14 1.00
C -12.16890 -1.08710 20.48552 -0.52 -0.72 -1.05
C -7.58305 1.82760 14.62316 0.12 -1.07 -0.42
C -14.80881 -8.29315 9.15288 0.66 1.47 -0.03
C -11.36187 -0.64368 -0.85291 1.17 -1.31 -0.12
C -16.26572 -6.31977 13.02914 1.41 0.13 1.24
C -13.21446 -8.65025 10.96411 -0.43 -0.19 -0.82
C -11.26465 -5.97796 3.76293 -0.35 -0.30 1.12
C -11.56414 -2.71565 7.89215 -0.60 -0.33 1.35
H -12.58595 4.04900 6.25520 -0.54 -0.92 -0.02
H -10.12378 5.55360 9.56528 -0.26 -0.34 -0.05
H -15.94967 -7.16875 11.26323 -0.20 -0.38 -0.23
H -15.19813 -6.18512 4.48629 0.00 0.07 -0.85
H -11.81888 -6.31181 1.20096 -0.14 -0.45 0.01
H -16.97806 -8.15728 13.77403 -0.40 -0.10 1.20
H -20.81918 -6.00172 4.05520 -0.17 -0.02 -0.10
H -3.81743 -3.82101 12.34043 -0.18 0.84 -0.53
H -10.81810 2.33599 8.23840 0.22 0.47 -0.08
H -13.13782 -8.98669 11.99805 -0.50 0.55 0.17
H -11.17227 -3.45199 10.73299 -0.18 -0.24 0.05
H -15.63741 -0.05409 9.32429 -0.11 -0.05 0.02
H -9.37014 -0.41405 -0.18368 0.49 -0.29 -0.31
H -16.03791 -1.33136 10.50525 -0.01 -0.08 -0.21
H -8.13452 0.76060 9.34813 0.25 -0.72 0.12
H -12.78975 -5.36202 20.18653 0.16 0.61 -0.34
H -10.77602 -2.44887 16.02739 -0.31 0.48 0.02
H -11.43309 -2.90362 2.20928 0.15 0.18 -0.06
H -13.87453 -7.97569 21.50198 -0.22 -0.39 -0.30
H -17.69566 -1.84336 17.55868 0.27 0.57 -0.04
H -15.98859 -4.53961 4.31211 -0.35 -0.23 -0.41
H -10.94917 -2.72956 12.96946 -0.72 -0.71 -0.10
H -14.18076 -6.44617 22.13702 -0.49 0.39 0.06
H -10.04977 -2.03483 0.23340 0.10 -0.26 -0.32
H -13.65034 -8.06774 14.83809 0.11 -0.59 0.51
H -7.98087 -8.53930 9.48658 0.38 0.35 0.08
H -9.10409 0.40509 12.87127 -0.38 -0.11 0.22
H -10.69470 -2.49999 19.60767 0.16 0.59 -0.61
H -14.36347 -4.62982 16.46010 -0.01 -0.01 0.06
H -15.81122 -7.90328 8.97609 0.13 1.05 0.28
H -14.91773 -1.04573 12.92074 -0.51 -0.40 -0.59
H -11.50523 4.14441 10.93806 -0.36 0.20 -0.49
H -11.93131 -1.19510 -2.85255 -0.31 0.43 -0.09
H -13.84624 -7.11701 16.38935 -0.10 -0.06 -0.29
H -11.86659 1.08045 6.29037 0.05 -0.39 -0.17
H -12.71563 2.36163 9.51970 -0.22 -0.07 0.13
H -7.79692 1.96717 10.49531 0.23 0.08 0.35
H -12.29854 1.05135 -1.53404 -0.12 -0.15 -0.27
H -6.99374 2.71760 14.84382 -0.22 0.11 -0.45
H -18.69039 2.69731 4.67095 0.11 0.33 0.36
H -11.95358 0.88663 0.02245 -0.02 1.23 0.33
H -5.48107 -5.28699 14.10990 0.01 0.03 0.23
H -15.46720 -5.25792 5.82085 -0.75 0.18 0.42
H -13.35580 -7.48244 6.15315 0.14 -0.35 0.05
H -12.48449 0.64156 7.90485 0.23 -0.08 0.05
H -10.74247 -9.28296 13.17023 -0.09 0.30 -0.47
H -8.47873 -3.19726 14.29411 -0.33 0.41 -0.69
H -12.44165 -2.19198 10.32528 -0.49 -0.92 -0.55
H -7.02090 -2.19457 4.45099 0.22 -0.03 -0.31
H -9.99522 -10.84051 12.67862 -0.20 0.11 0.32
H -15.58223 -7.48354 21.63466 0.12 0.17 -0.01
H -7.69646 -0.51914 13.52566 -0.37 -0.92 -0.20
H -16.96390 0.47273 2.37948 0.26 0.53 -0.14
H -8.51710 -7.76665 11.74708 0.30 0.64 0.38
H -11.56456 4.84042 7.20593 0.76 -0.20 1.12
H -16.21799 -0.20981 19.24978 0.47 0.80 0.15
H -7.69041 -0.00039 5.57887 0.66 -0.18 -0.02
H -5.02976 -4.04246 4.98436 0.02 -0.39 -0.46
H -11.09301 4.61746 14.49185 -0.37 0.00 0.17
H -12.45309 0.95414 20.12759 -0.24 0.28 0.25
H -15.24193 -5.96451 12.91201 0.05 0.96 0.26
H -15.48993 -0.66501 17.90757 0.36 0.34 -0.35
H -15.06400 -9.29457 8.80630 1.20 -0.79 0.45
H -8.67795 3.67700 5.28312 -0.26 0.12 -0.09
H -18.78374 -6.20642 9.01253 -0.05 -0.01 -0.08
H -16.01463 3.19344 4.66505 -0.60 0.23 0.27
H -13.21274 -5.47253 7.56713 0.67 -0.34 0.22
H -11.32308 -7.01227 3.42399 0.38 -0.24 -0.20
H -18.58375 2.20855 3.09356 0.16 -0.71 -0.28
H -11.83261 -5.05348 16.65371 0.01 0.40 0.27
H -14.18019 -0.98216 20.35224 -0.33 0.17 -0.16
H -13.63516 2.97651 8.33634 -0.12 0.04 0.16
H -8.67928 -2.74176 4.64233 -0.14 -0.52 -0.22
H -17.01990 -7.75108 3.75234 -0.24 -0.51 0.05
H -7.64057 -6.40997 8.61491 0.14 0.25 -0.06
H -3.92425 -4.83245 14.46472 -0.13 0.50 -0.16
H -17.46010 -0.61805 3.59871 0.01 -0.25 0.49
H -11.88339 -3.36827 20.30841 -0.86 0.15 0.39
H -11.84316 5.39358 12.13294 -0.35 0.01 0.45
H -8.99952 4.21126 6.93274 -0.44 0.47 0.03
H -19.28153 -9.07321 2.94788 0.66 0.21 -0.06
H -10.92517 -3.17485 3.85370 -0.06 -0.18 0.14
H -18.79578 -5.50022 7.35746 0.01 -0.57 -0.13
H -10.76109 -2.24368 -2.38527 0.76 0.10 0.56
H -11.13948 -4.93708 18.34116 -0.01 0.18 -0.10
H -16.85526 0.99287 5.40730 -0.25 0.18 0.27
H -8.58632 0.35354 2.03281 -0.22 0.18 -0.43
H -12.55289 2.20903 13.95766 0.33 0.05 -0.08
H -13.79378 -1.82029 21.67808 0.56 -0.25 0.10
H -12.47802 -6.98370 19.74169 0.51 -0.32 -0.45
H -8.72686 -2.16004 9.31787 0.73 -0.25 0.38
H -8.89257 -1.26823 2.64504 0.00 -0.46 -0.50
H -15.16261 -5.71741 19.86187 0.10 0.61 0.50
H -11.06197 -5.81959 6.52842 -0.06 -0.24 0.40
H -19.61264 -5.38360 4.91936 0.28 0.01 0.05
H -13.74964 -6.40654 14.72635 -0.14 0.67 0.31
H -17.51472 -7.14136 11.84982 -0.43 -0.50 -0.97
H -15.19653 2.09532 3.92577 0.16 -0.42 -0.33
H -10.59813 -1.12237 8.81870 -0.06 0.51 0.70
H -16.05432 -7.48133 19.08034 -0.34 -0.41 0.45
H -20.72310 -8.24696 3.08170 -0.29 0.47 -0.36
H -15.41341 -8.31451 13.26219 0.90 0.18 0.24
H -10.53274 2.59680 12.41250 0.69 0.25 0.20
H -7.21599 1.06511 15.31017 -0.01 -0.31 0.26
H -13.42493 1.63702 6.84759 -0.01 0.29 -0.13
H -9.32712 -1.46371 15.72047 0.16 -0.03 -0.05
H -7.99736 -5.79901 10.21527 -0.11 -0.02 0.10
H -7.19354 -4.21175 16.95237 -0.01 -0.20 -0.16
H -8.64579 1.97196 14.81776 -0.08 0.30 -0.09
H -5.48048 -5.44955 5.99289 -0.02 0.12 0.09
H -9.29702 1.17276 10.57042 -0.29 -0.41 0.23
H -9.78958 -1.85116 17.38718 -0.08 -0.06 -0.01
H -15.95585 -2.42416 20.07560 -0.48 -0.19 0.20
H -6.54792 0.12847 11.30303 0.17 -0.49 0.12
H -17.13163 -4.40497 13.07140 -0.28 0.15 -0.02
H -13.74566 0.14636 12.61008 0.36 0.60 0.26
H -9.20963 -5.76295 8.90717 -0.29 -0.19 0.40
H -14.21792 -1.78630 3.49273 0.22 -0.05 -0.35
H -13.10831 -3.40281 16.23628 0.12 0.21 0.54
H -18.20124 -2.67305 18.95253 -0.15 -0.21 0.16
H -10.74902 -7.82638 8.83317 0.21 0.81 0.57
H -18.25213 -5.63584 13.62409 -0.04 -0.08 0.19
H -9.39612 -6.51482 6.46394 -0.26 0.00 0.13
H -15.86775 -2.17457 3.12227 -0.37 0.03 -0.08
H -12.62916 -3.38701 3.33089 -0.04 -0.57 0.25
H -15.51071 -2.41663 6.03011 0.51 0.01 -0.44
H -9.12183 -2.70771 7.91512 0.12 -0.35 -0.39
H -12.70910 -7.73259 8.51987 0.00 -0.46 0.39
H -11.66643 -4.83978 0.68200 -0.22 0.39 -0.23
H -4.95413 -1.72957 12.94056 -0.83 0.32 -0.55
H -14.29347 -3.60835 15.03918 -0.76 0.47 -0.01
H -9.24893 -0.68210 5.51757 -0.40 -0.41 0.02
H -19.60834 -4.67745 8.63587 0.22 0.17 0.38
H -17.54214 -6.28410 2.98678 0.13 0.43 -0.09
H -13.94727 -8.97869 6.74562 0.39 0.09 -0.46
H -12.46557 -1.69991 12.77497 -0.13 -0.40 0.05
H -9.70217 -4.56018 12.26974 0.40 0.22 -0.18
H -11.06958 -2.72988 6.92090 0.10 0.04 0.13
H -6.73813 -5.75947 4.09149 -0.01 -0.03 0.04
H -13.32546 3.55476 13.13171 0.29 0.57 0.27
H -17.28978 -5.00960 10.47248 -0.64 -0.42 1.54
H -11.87832 -3.71581 8.19062 0.17 -0.40 -0.40
H -11.25008 -6.47042 17.41391 0.44 -0.19 0.29
H -17.48382 -3.57031 6.82922 -0.06 0.13 -0.48
H -13.04292 0.10274 18.80563 0.50 -0.63 -0.87
H -14.90595 -1.26704 1.91564 0.01 -0.11 -0.16
H -5.34748 -3.74468 6.58784 -0.40 -0.32 0.53
H -15.52806 2.27744 10.22121 -0.29 -0.27 0.14
H -10.69108 -5.84118 12.87352 -0.16 -0.01 0.09
H -10.76454 -7.49259 5.90396 -0.05 0.01 -0.21
H -8.29455 -5.23541 4.05900 -0.08 -0.20 -0.07
H -7.49255 -2.03600 11.45048 0.29 -0.05 0.00
H -9.81880 1.17945 17.54175 0.01 0.10 -0.50
H -5.84767 -5.08445 11.28845 0.48 0.18 -0.28
H -12.22936 -5.80317 4.23925 -0.12 0.03 0.70
H -9.81914 0.01460 3.28366 0.06 0.37 -0.10
H -11.49073 0.89104 17.04244 -0.35 0.44 0.06
H -9.67135 4.48693 13.81720 0.46 -0.03 0.04
H -7.97676 -4.70908 14.80275 0.04 -0.73 0.17
H -8.56284 -0.24928 7.08485 0.06 -0.17 0.08
H -16.54037 -5.19062 8.55687 -0.11 0.03 -0.30
H -19.29505 1.17094 4.41876 0.37 -0.68 -0.40
H -12.30544 -2.52669 18.78737 0.13 -0.05 -0.04
H -10.94625 2.30130 18.18579 -0.81 0.25 -0.55
H -9.00432 -9.59022 13.42747 0.06 0.23 0.03
H -16.07332 -1.12933 7.01072 -0.18 0.35 0.22
H -10.17932 -7.49482 11.32004 -0.43 0.11 -0.30
H -14.42299 -1.64497 7.27197 0.00 -0.36 -0.03
H -16.97334 -4.96527 14.70973 0.07 -0.51 0.05
H -14.36115 -0.87491 10.21490 0.18 -0.06 -0.18
H -7.77077 -4.67173 6.10747 -0.15 0.36 0.57
H -12.23468 -1.11480 -0.40086 -0.45 -0.50 -0.52
H -12.43821 -7.92531 10.71918 -0.06 0.22 0.30
H -16.79221 -3.59029 10.37131 0.34 0.75 -0.20
H -3.63840 -1.25372 16.19188 -0.50 0.28 0.49
H -12.96045 -9.54258 10.39197 -0.21 -0.13 -0.28
H -4.49038 -0.27099 14.99230 -0.16 0.20 -0.09
H -6.13783 -2.58656 13.99953 -0.29 -0.17 -0.06
H -8.94298 6.48068 10.46706 -0.06 0.18 -0.04
H -7.97262 -3.25624 17.99338 -0.27 0.19 -0.07
H -14.58937 -0.41117 15.27491 0.31 -0.49 -0.45
H -14.30541 -3.42053 18.63979 0.06 0.65 0.50
H -5.95118 -3.29135 11.02600 0.01 -0.26 -0.18
H -19.33933 -7.55598 5.01490 0.30 -1.04 0.02
H -10.67793 6.81872 10.68043 -0.15 0.23 -0.10
H -9.19276 2.54631 6.51243 -0.28 -0.27 -0.05
H -10.13720 -5.00183 2.39383 0.28 0.31 -0.50
H -17.95552 -0.97314 19.14849 0.10 0.09 -0.27
H -19.47676 -7.57939 1.94451 -0.20 -0.21 -0.09
H -6.93625 -4.16967 12.20861 -0.07 0.35 0.41
H -14.74401 2.45052 11.65803 -0.25 0.02 0.07
H -8.97940 -6.00662 13.03002 0.43 0.21 0.41
H -9.95753 -9.17734 8.75184 0.16 -0.31 -0.11
H -12.67868 2.28572 12.18635 -0.19 -0.34 0.12
H -13.92647 1.19991 14.95098 -0.08 0.17 0.82
H -14.93489 -7.32086 18.05399 0.68 0.28 -0.12
H -15.82535 -4.01152 18.12965 -0.24 -0.32 0.13
H -5.47793 -1.39772 15.98366 0.05 0.17 0.43
H -10.92267 -1.17278 13.44404 0.07 1.00 -0.59
H -16.52060 0.61019 11.65445 -0.28 0.03 0.05
H -18.00972 -2.50649 8.10978 0.39 0.29 0.55
H -8.97932 -1.61809 11.10770 -0.44 0.96 0.33
H -15.55505 0.83027 15.79783 0.04 0.94 -0.25
H -13.82478 -5.66049 9.24747 0.12 0.27 -0.04
H -10.35107 -0.50482 -2.82093 0.37 -0.24 0.31
H -14.84132 -5.70502 7.80031 -0.27 -0.36 0.33
H -12.51014 -2.17738 7.83335 0.14 0.30 -0.14
H -11.44138 -0.85788 21.26416 0.19 -0.13 -0.13
H -9.65673 -4.31777 16.75059 -0.40 -0.18 -0.01
```
Forces are in eV/Å.

Values from the calculation:
Relative energy (zero: lowest compared OMol25 entry of this formula, charge and spin), kJ/mol: 561.6
E_HOMO, eV: -8.88
Orbital gap, eV: 9.20
DFT total energy, a.u.: -5490.3555